# C35H38FN3O3PbSi

C35H38FN3O3PbSi as an isolated structure (ωB97M-V/def2-TZVPD, OMol25).

Output
Frontier orbital gap   3.98 eV
Charge   +2
HOMO   -10.37 eV
Spin multiplicity   1

Last column: Löwdin charge in e.
Cartesian coordinates (Å):
1 C -1.736371 1.913076 -1.913455  -0.1540
2 C -1.921789 1.679627 -3.303759  -0.1597
3 C -1.478164 0.373502 -3.596414  -0.1745
4 H -2.343369 2.390495 -4.017355  0.0904
5 C -1.007031 -0.217251 -2.386622  -0.2630
6 C -1.187610 0.740961 -1.343079  -0.1841
7 H -0.997884 0.566919 -0.285330  0.0826
8 H -1.985732 2.831895 -1.381846  0.0878
9 H -1.512823 -0.117349 -4.567188  0.0813
10 H -0.736877 -1.261769 -2.253733  0.0469
11 Pb 2.034676 -0.325303 -2.241456  1.4425
12 C 2.938811 2.490301 -3.523978  0.0253
13 H 2.066344 1.945017 -3.112737  -0.0845
14 H 3.699354 2.607507 -2.745019  0.0743
15 H 3.368801 2.097257 -4.475247  0.0860
16 Si 0.998397 4.271786 -3.922953  0.8973
17 C 0.494505 5.859498 -3.125325  -0.3185
18 C -0.874054 6.020969 -2.807209  -0.0890
19 H -1.606146 5.312420 -3.201149  0.1080
20 C -1.300246 7.097891 -2.019982  -0.0608
21 H -2.362306 7.227642 -1.816052  0.1147
22 C -0.366165 8.010108 -1.522193  -0.0569
23 H -0.703879 8.849269 -0.896976  0.1193
24 C 0.990547 7.852018 -1.842603  -0.0655
25 H 1.716741 8.551419 -1.440013  0.1098
26 C 1.416570 6.824132 -2.690488  -0.0981
27 H 2.444152 6.772291 -3.033177  0.0993
28 C 0.183877 3.645966 -5.466395  -0.2995
29 C -0.748956 4.379468 -6.223207  -0.0790
30 H -0.874768 5.444098 -6.036331  0.1111
31 C -1.504632 3.747805 -7.213003  -0.0598
32 H -2.263557 4.318205 -7.741843  0.1141
33 C -1.327685 2.396136 -7.519284  -0.0452
34 H -1.947251 1.891706 -8.269903  0.1212
35 C -0.353948 1.678402 -6.821688  -0.0742
36 H -0.207787 0.610587 -7.010942  0.1158
37 C 0.420027 2.307872 -5.850048  -0.1133
38 H 1.210044 1.731952 -5.353145  0.0813
39 H 0.399628 3.433711 -2.858826  0.0353
40 H 2.480631 3.788697 -3.806162  0.0363
41 F -2.455039 -4.432266 1.322270  0.0475
42 C -1.317476 -3.817986 1.799621  -0.1585
43 C -0.717490 -2.901917 0.978544  0.1129
44 C 0.359536 -2.143640 1.491533  -0.0568
45 C 1.120065 -1.272040 0.670156  -0.2573
46 O 1.174690 -1.532398 -0.605475  -0.2554
47 C 1.821429 -0.201099 1.299794  -0.0186
48 C 2.080825 -0.318757 2.649118  0.0762
49 N 1.729109 -1.432329 3.367043  0.0234
50 C 2.328136 -1.663112 4.619818  -0.2617
51 C 3.706777 -1.121618 4.866187  -0.0800
52 C 2.537054 -0.498104 5.545041  -0.0753
53 C 0.738050 -2.284475 2.853396  -0.0813
54 C 0.104285 -3.244277 3.656607  0.0743
55 C -0.888828 -4.097593 3.120942  -0.1153
56 N -1.398680 -5.174130 3.865179  -0.0833
57 C -1.711883 -4.938037 5.262137  -0.1253
58 C -1.559237 -6.207072 6.078900  -0.0837
59 N -2.362565 -7.255447 5.408887  0.0442
60 C -2.010656 -7.531691 4.000546  -0.0836
61 C -2.164919 -6.227949 3.233582  -0.1346
62 C 2.154284 1.109153 0.635468  -0.5529
63 O 2.414786 2.095511 1.309141  0.0902
64 O 2.126659 1.150990 -0.684570  -0.2965
65 H -1.055460 -2.747109 -0.043414  0.1466
66 H 2.642219 0.434659 3.190249  0.1383
67 H 2.108233 -2.630173 5.085808  0.1429
68 H 4.361150 -1.743453 5.485903  0.1191
69 H 4.188680 -0.557730 4.053190  0.1182
70 H 2.223775 0.499959 5.205672  0.1207
71 H 2.434785 -0.692029 6.618062  0.1167
72 H 0.413099 -3.372320 4.696944  0.1015
73 H -2.753281 -4.564078 5.367345  0.1527
74 H -1.046979 -4.164774 5.656416  0.1243
75 H -0.531633 -6.570433 6.109629  0.1479
76 H -1.935628 -6.085738 7.095375  0.1481
77 H -2.318255 -8.125446 5.947455  0.1960
78 H -3.328883 -6.916311 5.397907  0.1859
79 H -2.687042 -8.302117 3.626345  0.1497
80 H -0.986726 -7.911572 3.989586  0.1492
81 H -3.238494 -5.960062 3.200616  0.1454
82 H -1.812547 -6.389924 2.209162  0.1474

Forces on atoms 1 to 2 (eV/Å):
C 0.3668 -0.9370 0.6125
C 0.3146 -0.9169 -0.3273



# C35H38FN8Ru

C35H38FN8Ru as an isolated structure (ωB97M-V/def2-TZVPD, OMol25).

Output
Frontier orbital gap (spin up / spin down)   3.77 / 3.77 eV
Charge   +2
HOMO (spin up / spin down)   -11.69 / -11.50 eV
⟨S²⟩   0.88
Spin multiplicity   2

Last column: Löwdin spin population.
Cartesian coordinates (Å):
1 Ru 0.117600 -0.039500 -0.018400  0.8809
2 C -1.826800 -1.881900 -2.114000  0.0000
3 C -1.261700 -2.752700 -0.980300  0.0008
4 C -1.968000 -2.446800 0.307900  -0.0013
5 C -2.843300 -3.367400 0.863500  0.0015
6 C -3.507400 -3.051700 2.040300  -0.0006
7 C -3.291900 -1.808300 2.603700  0.0030
8 C -2.416400 -0.926700 1.976100  0.0008
9 N -1.768300 -1.240000 0.848700  0.0059
10 N -1.254500 -0.530200 -2.093600  0.0010
11 C -2.270100 0.517300 -2.035900  -0.0002
12 C -1.652000 1.877800 -1.810200  0.0005
13 C -2.370900 3.043900 -2.044200  -0.0003
14 C -1.742100 4.265700 -1.854400  0.0004
15 C -0.416500 4.281600 -1.443700  0.0001
16 C 0.222900 3.074600 -1.219100  0.0026
17 N -0.385700 1.902900 -1.386000  0.0030
18 C -0.377800 -0.351800 -3.255900  0.0001
19 C 0.921100 -1.090300 -3.074100  0.0015
20 C 1.464200 -1.846400 -4.106500  -0.0011
21 C 2.658300 -2.515500 -3.902300  0.0036
22 C 3.283000 -2.384200 -2.673500  -0.0010
23 C 2.690800 -1.582800 -1.711500  0.0022
24 N 1.529600 -0.960500 -1.889300  -0.0106
25 H -2.917600 -1.840000 -2.036600  -0.0001
26 H -1.581500 -2.370200 -3.060600  -0.0002
27 H -0.187300 -2.545500 -0.881700  0.0010
28 H -1.391200 -3.804100 -1.237100  0.0000
29 H -3.001700 -4.309900 0.364400  0.0001
30 H -4.184500 -3.760400 2.485900  -0.0001
31 H -3.793300 -1.507800 3.508500  0.0002
32 H -2.336100 0.090900 2.311900  0.0027
33 H -2.946100 0.293200 -1.201900  -0.0002
34 H -2.869500 0.538100 -2.958400  -0.0002
35 H -3.392700 2.993200 -2.386800  0.0000
36 H -2.271900 5.187900 -2.038500  0.0000
37 H 0.117900 5.205800 -1.304700  0.0000
38 H 1.259400 3.037500 -0.906100  0.0013
39 H -0.142200 0.707300 -3.385700  0.0002
40 H -0.884000 -0.691800 -4.169600  0.0000
41 H 0.954800 -1.910800 -5.056100  -0.0002
42 H 3.091800 -3.122700 -4.681200  0.0002
43 H 4.212600 -2.881600 -2.460700  -0.0002
44 H 3.183800 -1.437300 -0.762700  0.0001
45 C -2.993600 4.289100 2.087500  -0.0001
46 C -1.720300 3.539000 2.039800  -0.0008
47 C -0.491600 3.804100 2.602800  0.0007
48 C 0.356600 2.763000 2.201500  0.0021
49 N -0.313400 1.893800 1.445400  0.0245
50 N -1.573400 2.378600 1.363000  0.0001
51 C 1.791300 2.653100 2.563600  -0.0002
52 H -2.894100 5.134300 2.761200  0.0000
53 H -3.806800 3.657200 2.440300  -0.0001
54 H -3.252200 4.663500 1.097300  -0.0001
55 H -0.222100 4.635200 3.220400  0.0002
56 H -2.269300 1.909300 0.801400  -0.0001
57 H 2.097100 3.543300 3.106800  0.0000
58 H 2.419000 2.571400 1.677600  -0.0001
59 H 1.959800 1.783600 3.196100  -0.0001
60 N 0.888000 -3.724400 1.493100  -0.0005
61 C 1.828300 -2.757300 1.604600  -0.0002
62 C 3.130100 -3.074400 2.045500  0.0004
63 C 4.067100 -2.079200 2.157000  0.0003
64 C 3.718700 -0.768600 1.817700  0.0042
65 C 2.438300 -0.542700 1.372400  0.0200
66 N 1.507000 -1.501700 1.266100  0.0019
67 H 1.108400 -4.649400 1.824300  0.0000
68 H -0.083700 -3.465500 1.427000  0.0000
69 H 3.362700 -4.095400 2.306800  0.0000
70 H 5.064200 -2.305900 2.498500  0.0002
71 H 4.431200 0.035900 1.893100  -0.0001
72 H 2.105700 0.463900 1.076400  0.0108
73 F 1.500900 0.676100 7.012000  -0.0003
74 C 0.827700 0.304200 5.917800  -0.0009
75 C -0.142100 1.149800 5.404700  0.0010
76 C -0.863600 0.740700 4.287600  0.0025
77 C -0.552400 -0.468700 3.729600  0.0301
78 C 0.392000 -1.323400 4.222800  0.0042
79 C 1.109500 -0.925200 5.347500  0.0016
80 H -0.340700 2.100400 5.875700  0.0002
81 H -1.650500 1.374500 3.908900  0.0000
82 H 0.590200 -2.284000 3.780200  0.0005
83 H 1.858900 -1.561300 5.791200  0.0002

Forces on atoms 1 to 2 (eV/Å):
Ru -0.1388 -0.0298 -0.1805
C 0.1112 -0.5691 0.2865



# C35H38MnN6O2PS

C35H38MnN6O2PS as an isolated structure (ωB97M-V/def2-TZVPD, OMol25).

Output
Frontier orbital gap (spin up / spin down)   5.32 / 5.53 eV
Charge   +2
HOMO (spin up / spin down)   -11.83 / -11.83 eV
⟨S²⟩   6.09
Spin multiplicity   5

Last column: Löwdin spin population.
Cartesian coordinates (Å):
1 Mn 1.203185 -0.707614 -2.094179  3.8624
2 C 6.795299 -0.608681 -1.082863  0.0006
3 C 6.300239 -0.213665 -2.471404  -0.0032
4 N 5.394774 0.935747 -2.409211  0.0146
5 C 6.031099 2.263412 -2.451443  0.0010
6 C 6.021057 2.836022 -3.864161  0.0010
7 C 4.077182 0.829941 -2.333093  0.0064
8 S 3.428603 -0.816712 -2.321064  -0.0369
9 N 3.374929 1.955747 -2.277135  0.0137
10 C 2.062677 2.079381 -2.271827  0.0110
11 O 1.237862 1.097622 -2.367913  0.0618
12 C 1.508922 3.435190 -2.191131  -0.0005
13 C 2.347429 4.552911 -2.193159  0.0012
14 C 1.802181 5.820619 -2.127692  0.0000
15 C 0.423756 5.983885 -2.059160  0.0020
16 C -0.413496 4.875838 -2.046091  0.0000
17 C 0.124072 3.604685 -2.113760  0.0023
18 H 7.499166 -1.435856 -1.163433  0.0000
19 H 5.960098 -0.924536 -0.455828  0.0000
20 H 7.297453 0.225873 -0.594146  0.0001
21 H 5.791993 -1.049341 -2.944584  -0.0019
22 H 7.137885 0.070266 -3.107334  0.0001
23 H 7.052729 2.137377 -2.096397  -0.0001
24 H 5.507635 2.921252 -1.765216  0.0004
25 H 6.504974 2.151025 -4.561417  0.0000
26 H 6.556719 3.783988 -3.887468  0.0001
27 H 4.997947 3.008171 -4.196932  0.0001
28 H 3.415605 4.409334 -2.252411  0.0002
29 H 2.448810 6.687522 -2.130046  -0.0001
30 H 0.002444 6.979649 -2.022003  0.0001
31 H -1.485051 5.010868 -1.984306  0.0000
32 H -0.514066 2.730619 -2.107630  0.0004
33 C -7.723900 -0.498243 8.327460  0.0000
34 O -8.027479 -0.534654 6.937296  -0.0001
35 C -7.025442 -0.554709 6.059333  -0.0001
36 C -7.393864 -0.588103 4.706502  0.0000
37 C -6.437104 -0.608914 3.723562  -0.0001
38 C -5.074371 -0.597855 4.050163  0.0000
39 C -4.714327 -0.566675 5.399850  -0.0001
40 C -5.668183 -0.545150 6.395234  0.0000
41 C -4.030340 -0.617342 3.046115  -0.0005
42 N -2.732413 -0.631511 3.299205  -0.0003
43 C -2.117588 -0.643426 2.093251  -0.0007
44 C -3.049314 -0.636676 1.059890  0.0003
45 N -4.263257 -0.619864 1.692313  0.0000
46 C -2.682459 -0.643600 -0.308451  -0.0008
47 C -3.572611 -0.630493 -1.398596  0.0078
48 C -3.079642 -0.631737 -2.680492  -0.0004
49 C -1.700210 -0.658739 -2.877818  0.0129
50 N -0.840711 -0.681510 -1.868488  -0.0019
51 C -1.296860 -0.664230 -0.592293  0.0041
52 C -0.320173 -0.672712 0.470862  0.0053
53 N 0.989298 -0.701879 0.121370  0.0598
54 C 1.910162 -0.706722 1.068309  0.0091
55 C 1.595858 -0.681818 2.429485  0.0022
56 C 0.275364 -0.659422 2.808805  0.0028
57 C -0.717850 -0.657815 1.818023  0.0017
58 H -8.680072 -0.483942 8.839219  0.0000
59 H -7.160253 0.401497 8.581690  0.0000
60 H -7.161693 -1.384209 8.628847  0.0000
61 H -8.450050 -0.598734 4.472749  0.0000
62 H -6.766649 -0.636282 2.690833  0.0000
63 H -3.663415 -0.558602 5.652539  0.0000
64 H -5.355905 -0.522398 7.429683  0.0000
65 H -5.170326 -0.599857 1.260411  0.0000
66 H -4.641311 -0.614295 -1.228549  0.0004
67 H -3.741021 -0.613228 -3.534621  -0.0002
68 H -1.287554 -0.659348 -3.879704  0.0028
69 H 2.941538 -0.734113 0.735774  0.0009
70 H 2.391090 -0.682210 3.160988  0.0004
71 H -0.024234 -0.641307 3.848489  0.0001
72 C -0.397718 -3.832254 -1.575138  -0.0043
73 P 1.128743 -3.061170 -2.212481  -0.0283
74 C 2.402932 -3.849313 -1.173554  -0.0015
75 C 1.358797 -3.854965 -3.835763  -0.0035
76 H -0.280090 -4.914504 -1.611064  -0.0015
77 H -1.261809 -3.545704 -2.174528  0.0001
78 H -0.560962 -3.524465 -0.541604  -0.0001
79 H 2.304613 -4.930651 -1.261818  -0.0013
80 H 2.259150 -3.555272 -0.133766  -0.0001
81 H 3.399186 -3.546693 -1.492623  -0.0002
82 H 1.337975 -4.935802 -3.702634  -0.0016
83 H 2.318417 -3.558976 -4.259275  0.0000
84 H 0.563942 -3.559917 -4.520530  0.0001

Forces on atoms 1 to 2 (eV/Å):
Mn -0.0133 0.4817 0.6572
C -0.0874 0.0485 -0.1118



no.,electronic energy (hartree)
1,-2327.9848
2,-1988.6583
3,-3725.7666